Entry 1:
Computed, not measured: a molecular structure, C12H30N3NaO7, with ωB97M-V with the def2-TZVPD basis set.

Calculated values
HOMO energy: -7.710 eV
E_tot: -36144.926 eV
lowest unoccupied orbital energy: 0.027 eV
energy relative to the best compared isomer or geometry (same formula, charge and spin): 1.376 eV

ORCA input file:
```
! RIJCOSX wB97M-V def2-TZVPD def2/J DEFGRID3
* xyz 0 1
Na 0.52991 0.28525 -0.49496
N 2.88975 1.22108 1.45657
O 3.65265 2.03764 1.83082
O 2.89216 0.97578 0.24183
O 2.28939 0.58683 2.24572
C -4.67575 -0.55468 1.50153
O -3.38716 -1.10526 1.55582
C -2.40670 -0.45972 2.36072
C -2.14787 0.91477 1.73105
N -1.79462 0.86020 0.36360
C -2.14000 2.14586 -0.31115
C -1.06132 3.23900 -0.02716
O 0.19867 2.86761 -0.55777
C 1.16883 3.80859 -0.22956
H -5.09531 -0.49931 2.50603
H -5.29796 -1.26711 0.95987
H -4.69400 0.42776 1.02975
H -1.53729 -1.11649 2.39040
H -2.72159 -0.37201 3.40056
H -1.26009 1.29255 2.23823
H -3.02073 1.54296 1.90878
H -2.33196 0.15214 -0.11599
H -3.14133 2.47444 -0.03281
H -2.10998 1.96201 -1.38511
H -1.00288 3.32363 1.05797
H -1.38202 4.19913 -0.43140
H 2.05679 3.66789 -0.84586
H 1.52304 3.74480 0.79931
H 0.81080 4.82980 -0.36017
C 1.20848 -4.09025 2.56954
O 1.75612 -3.99525 1.26598
C 2.04714 -2.59075 0.89993
C 2.08801 -2.48034 -0.63882
N 0.71819 -2.15739 -1.16483
C 0.75019 -2.07057 -2.65546
C 1.47890 -0.72688 -3.16934
O 0.67521 0.42172 -2.83360
C 1.04365 1.58485 -3.50823
H 0.19623 -3.70671 2.69734
H 1.83651 -3.50342 3.23985
H 1.32425 -5.12664 2.88670
H 3.03146 -2.31722 1.27991
H 1.35692 -1.85729 1.31675
H 2.41165 -3.44593 -1.02742
H 2.75060 -1.66105 -0.91781
H 0.12380 -2.91789 -0.86744
H -0.28379 -1.92818 -2.96966
H 1.18190 -2.94656 -3.13956
H 1.56884 -0.73412 -4.25559
H 2.50635 -0.68459 -2.80787
H 0.56548 2.44439 -3.03850
H 0.75199 1.51794 -4.55635
H 2.10845 1.78684 -3.39200
*
```


Entry 2:
Computed, not measured: a molecular structure, C8H20CeN4O2S, with ωB97M-V with the def2-TZVPD basis set.

Calculated values
HOMO energy (spin up / spin down): -24.271 / -24.271 eV
E_tot: -42393.932 eV
lowest unoccupied orbital energy (spin up / spin down): -18.461 / -18.464 eV

ORCA input file:
```
! RIJCOSX wB97M-V def2-TZVPD def2/J DEFGRID3
* xyz 4 1
Ce 0.90376 -0.23886 -0.00617
C -0.21104 1.38194 2.58693
C -1.38804 1.77074 1.67133
N -1.16714 1.32254 0.26123
C -2.37634 0.66404 -0.32637
C -2.73544 -0.67426 0.31833
S -1.38054 -1.93006 0.28203
C -1.10784 -2.22456 2.08913
C -0.88594 -0.99296 2.96973
N 0.17596 -0.06486 2.46883
H 0.67216 1.98864 2.32063
H -0.49344 1.63194 3.61813
H -2.32504 1.34404 2.03743
H -1.49584 2.85884 1.72783
H -1.02584 2.16814 -0.30757
H -3.25274 1.31684 -0.21707
H -2.19634 0.51854 -1.40237
H -3.04934 -0.58136 1.35713
H -3.57174 -1.10836 -0.23367
H -1.98264 -2.76686 2.44853
H -0.25394 -2.90666 2.12213
H -1.81714 -0.43496 3.07833
H -0.62574 -1.37486 3.96453
H 0.97396 -0.17546 3.10393
C 1.36536 -0.09466 -4.96047
O 2.51156 -0.11296 -4.08927
C 2.37436 -0.11736 -2.81357
O 1.28496 -0.08496 -2.18157
N 3.55126 -0.16516 -2.13867
N 3.57346 -0.16766 -0.71387
H 1.77616 -0.10196 -5.96847
H 0.77386 0.80804 -4.80537
H 0.74626 -0.97866 -4.80327
H 4.42266 -0.17186 -2.66527
H 4.09286 0.66654 -0.39307
H 4.14366 -0.97146 -0.39997
*
```